A 5-piece molecular cluster, C15H24O15S overall. Source: the Open Molecules 2025 dataset; level of theory: ωB97M-V/def2-TZVPD.

Geometry as XYZ:
```
55
Properties=species:S:1:pos:R:3
C 4.557 0.885 -1.870
C 3.301 -0.085 -1.793
O 2.848 -0.574 -3.062
S 1.859 -1.803 -2.871
C 1.209 -2.115 -4.476
O 2.762 -2.883 -2.563
O 0.850 -1.507 -1.864
H 4.680 1.862 -2.273
H 5.415 0.475 -2.182
H 4.989 1.059 -0.838
H 3.440 -0.960 -1.248
H 2.579 0.175 -1.148
H 0.486 -1.436 -5.045
H 0.962 -3.026 -4.647
H 2.024 -2.364 -5.135
O 0.142 -3.393 0.774
C -0.952 -3.372 1.279
O -1.581 -2.296 1.653
C -2.658 -2.765 2.361
C -2.654 -4.293 2.482
O -1.539 -4.511 1.850
H -2.716 -2.436 3.454
H -3.563 -2.307 2.006
H -3.635 -4.516 2.175
H -2.815 -4.468 3.356
O -1.337 1.455 -1.200
C -0.740 1.918 -2.137
O -1.017 3.132 -2.644
C 0.050 3.473 -3.553
C 0.809 2.156 -3.724
O 0.340 1.409 -2.730
H -0.383 3.883 -4.390
H 0.820 4.370 -3.002
H 1.794 2.415 -3.343
H 0.769 1.754 -4.882
O 3.597 0.790 3.116
C 2.598 0.501 2.566
O 2.376 0.106 1.333
C 0.938 0.119 1.031
C 0.411 -0.124 2.444
O 1.434 0.568 3.164
H 0.523 1.243 0.553
H 0.919 -0.499 0.320
H 0.507 -1.278 2.805
H -0.577 0.253 2.540
O -3.598 0.518 0.893
C -3.637 1.101 1.955
O -3.561 2.471 1.923
C -3.419 2.868 3.211
C -3.252 1.581 4.097
O -3.550 0.562 3.113
H -2.505 3.592 3.257
H -4.291 3.314 3.450
H -3.892 1.475 5.044
H -2.116 1.535 4.418
```

As for the LUMO energy: 0.40 eV. Its total energy is -57482.4337 eV.